{
  "formula": "C7H20NSi",
  "method": "ωB97M-V/def2-TZVPD",
  "symbols": ["C", "C", "C", "C", "C", "C", "C", "N", "Si", "H", "H", "H", "H", "H", "H", "H", "H", "H", "H", "H", "H", "H", "H", "H", "H", "H", "H", "H", "H"],
  "xyz": [[1.16896, 0.94309, -2.18830], [1.57031, 2.20292, 0.97684], [2.10277, -0.14041, 0.94356], [-0.30934, -2.21457, -1.07552], [-1.60450, -1.27642, 1.83478], [-2.84708, -0.02503, -1.02943], [-0.04724, 0.75089, -0.06151], [1.00927, 0.84398, 0.89458], [-1.24901, -0.68396, -0.10827], [1.30898, -0.07345, -2.59761], [0.28446, 1.46191, -2.54368], [1.85190, 1.45625, -1.60968], [2.11407, 2.38502, 0.14151], [0.77098, 2.84599, 1.17303], [2.19432, 2.33036, 1.78966], [2.78031, -0.05464, 0.20329], [2.59033, 0.08265, 1.81998], [1.73442, -1.08290, 0.85772], [0.30622, -1.90206, -1.88037], [0.28285, -3.01887, -0.59858], [-1.06447, -2.75995, -1.58782], [-0.81861, -1.97336, 2.17099], [-1.84242, -0.66767, 2.71618], [-2.54996, -1.94741, 1.88690], [-3.24267, -0.74861, -1.70892], [-3.63917, -0.03344, -0.31263], [-2.96415, 0.86810, -1.57205], [-0.42492, 1.76347, -0.34269], [0.53342, 0.66812, 1.80801]],
  "atomic_forces_ev_per_a": [[-3.57, -2.05, 1.34], [-1.50, -0.89, 1.17], [-1.58, 1.15, 0.29], [-0.79, 0.52, 1.47], [-1.25, -1.37, -0.91], [0.82, -1.81, 1.14], [0.26, 0.78, -4.11], [-0.03, 0.23, 2.33], [-0.13, -1.45, 0.35], [0.28, 0.87, 0.47], [0.50, 0.20, -0.32], [1.69, 0.93, 0.28], [1.25, 0.82, -2.65], [-1.21, 1.27, -0.35], [1.49, -0.31, 1.84], [2.00, 0.91, -2.92], [1.15, -0.14, 2.24], [-1.25, -2.80, 0.29], [0.64, 0.93, -0.67], [-0.37, 0.72, 0.59], [-1.07, -0.54, -0.35], [-0.01, 0.25, -0.32], [0.39, 0.80, -0.60], [1.40, 0.86, -0.71], [0.21, -0.97, -0.68], [-0.47, 0.27, 0.98], [0.74, 1.51, -0.42], [0.15, -0.94, 0.68], [0.26, 0.25, -0.43]],
  "lowdin_charge": [0.187, 0.026, 0.045, -0.157, -0.187, -0.152, -0.196, -0.249, 0.707, 0.035, 0.030, -0.036, 0.072, 0.105, 0.096, 0.082, 0.097, 0.077, -0.022, 0.039, 0.001, 0.008, 0.012, 0.055, 0.020, 0.016, 0.014, 0.093, 0.184],
  "lumo_energy_ev": [-4.10, -3.80],
  "charge": 1,
  "homo_energy_ev": [-12.679, -12.692],
  "homo_lumo_gap_ev": [8.6, 8.9]
}

{
  "formula": "C5H8O2",
  "method": "ωB97M-V/def2-TZVPD",
  "symbols": ["C", "C", "C", "O", "C", "C", "O", "H", "H", "H", "H", "H", "H", "H", "H"],
  "xyz": [[-0.57426, 1.18050, -1.09996], [-0.34185, 0.57785, 0.28024], [-1.20137, -0.64669, 0.54715], [-0.93045, -1.69258, -0.04467], [0.69901, -1.08830, 1.47661], [1.07999, -0.04906, 0.48380], [1.73124, -0.43563, -0.70197], [-1.58988, 1.58325, -1.18305], [-0.43595, 0.42959, -1.88167], [0.13487, 1.99243, -1.28492], [-0.51632, 1.31421, 1.07054], [-2.07959, -0.58618, 1.21098], [1.07995, -2.08813, 1.20374], [1.73234, 0.68201, 0.98027], [1.21227, -1.17326, -1.05709]],
  "atomic_forces_ev_per_a": [[-0.02, 0.02, -0.08], [-0.09, 0.04, 0.00], [0.04, -0.14, -0.10], [-0.04, 0.29, 0.22], [0.12, 0.05, -0.29], [-0.06, 0.00, 0.32], [-0.07, -0.19, -0.10], [0.13, -0.06, 0.03], [-0.02, 0.10, 0.11], [-0.09, -0.11, 0.03], [0.04, -0.12, -0.10], [0.09, -0.02, -0.07], [-0.09, 0.11, 0.04], [-0.09, -0.07, -0.01], [0.15, 0.09, 0.00]],
  "lowdin_charge": [-0.046, -0.299, -0.258, 0.016, 0.225, -0.446, -0.032, 0.084, 0.083, 0.089, 0.141, 0.138, 0.053, 0.158, 0.093],
  "lumo_energy_ev": -0.29,
  "homo_energy_ev": -9.171,
  "homo_lumo_gap_ev": 8.9
}